No. 1
Below is a structure of composition C4H5NO in a non-equilibrium geometry, with properties calculated with ωB97M-V/def2-TZVPD.

ORCA input file:
```
! wB97M-V def2-TZVPD RIJCOSX def2/J DEFGRID3
* xyz 0 1
O -0.29 1.90 -0.55
C -0.06 0.63 -0.13
C -1.04 -0.54 -0.17
C 0.25 -1.36 -0.11
C 1.08 -0.33 -0.30
N -0.07 1.57 0.93
H -1.55 -0.59 -1.13
H -1.76 -0.61 0.65
H 0.41 -2.41 0.09
H 2.15 -0.18 -0.33
H 0.88 1.92 1.05
*
```

Calculated values
HOMO-LUMO gap (Eh): 0.3980
Highest occupied orbital energy (eV): -9.75
Molar mass (g/mol): 83.1
Largest force on an atom (eV/A): 1.1

=====

No. 2
Below is a cluster of 2 separate species, C4H9ClO2S in total in a non-equilibrium geometry, with properties calculated with ωB97M-V/def2-TZVPD.

ORCA input file:
```
! wB97M-V def2-TZVPD RIJCOSX def2/J DEFGRID3
* xyz 0 1
C 2.86 -0.04 0.01
C -3.18 0.32 0.03
C -0.49 0.05 -0.67
C 1.73 0.83 0.36
O -1.24 1.55 1.33
O -1.72 2.32 -0.97
S -1.60 1.23 -0.03
Cl 1.71 2.39 -0.30
H 3.03 -0.06 -1.07
H 2.71 -1.05 0.39
H 3.76 0.37 0.46
H -3.26 -0.30 -0.86
H -3.20 -0.27 0.93
H -3.99 1.05 0.04
H -0.30 0.11 -1.72
H -0.53 -0.92 -0.21
H 1.25 0.76 1.32
*
```

Calculated values
HOMO-LUMO gap (spin up / spin down) (Eh): 0.3244 / 0.2804
Highest occupied orbital energy (spin up / spin down) (eV): -9.09 / -8.43
Molar mass (g/mol): 156.6
Largest force on an atom (eV/A): 2.2